[1]
{"formula": "C32H51N4O7S4Si3Zr", "method": "ωB97M-V/def2-TZVPD", "homo_lumo_gap_ev": 3.80, "total_energy_ev": -122560.603, "total_charge": 1, "largest_force_ev_per_a": 1.1, "molar_mass_da": 907.53, "elements": ["Zr", "O", "C", "O", "C", "C", "C", "C", "C", "N", "C", "O", "O", "H", "H", "H", "H", "H", "O", "C", "S", "C", "C", "S", "S", "S", "C", "Si", "C", "C", "C", "Si", "C", "C", "C", "Si", "C", "C", "C", "C", "C", "C", "C", "N", "H", "H", "H", "H", "H", "H", "H", "H", "H", "H", "H", "H", "H", "H", "H", "H", "H", "H", "H", "H", "H", "H", "H", "H", "H", "H", "H", "H", "C", "N", "C", "C", "C", "N", "C", "C", "O", "H", "H", "H", "H", "H", "H", "H", "H", "H", "H", "H", "H", "C", "C", "O", "H", "H", "H", "H", "H", "H"], "positions_angstrom": [[-0.25595, 0.00800, -0.39943], [-0.12316, -3.90083, -2.26612], [-0.43260, -2.81028, -1.61584], [0.00481, -1.70664, -1.91566], [-1.38144, -2.93813, -0.48988], [-2.06642, -4.05434, -0.14250], [-2.97852, -3.94983, 0.94033], [-3.14585, -2.75368, 1.57366], [-2.40249, -1.63368, 1.14618], [-1.52801, -1.74454, 0.12223], [-2.54532, -0.25898, 1.53767], [-3.34201, 0.20090, 2.48957], [-1.89263, 0.57834, 0.86790], [0.47807, -3.67059, -2.99551], [-1.92271, -4.97922, -0.68310], [-3.55327, -4.81288, 1.24791], [-3.85565, -2.66567, 2.38675], [-3.70835, -0.51305, 3.02670], [2.64867, 1.97873, 6.51099], [2.40781, 1.27560, 5.57111], [0.83097, 1.19647, 4.77423], [1.24572, -0.02127, 3.57313], [2.58387, -0.48450, 3.56199], [3.33173, -1.51259, 2.46760], [3.59641, 0.18727, 4.81512], [0.01570, -0.40290, 2.50462], [-3.95538, -0.64772, -1.67308], [-2.72430, -0.01435, -2.94696], [-2.25310, -1.47849, -4.01831], [-3.73687, 1.10486, -4.05237], [-1.26688, 0.93775, -2.19769], [0.08737, 1.27238, -3.50617], [1.28179, -0.11585, -3.90001], [-0.61496, 1.75279, -5.16224], [1.21484, 2.68560, -2.98924], [-1.93640, 2.56845, -1.53629], [-1.95236, 3.96743, -2.76630], [-3.62245, 2.59683, -0.73863], [-0.75106, 3.09349, -0.13635], [-0.82589, 4.35099, 0.44414], [-0.01894, 4.66362, 1.52609], [0.85915, 3.70428, 2.00475], [0.90301, 2.47567, 1.38295], [0.12696, 2.17075, 0.33128], [-4.96733, -0.42458, -2.02479], [-3.84726, -0.16764, -0.70065], [-3.88641, -1.73209, -1.53724], [-3.06937, -1.63916, -4.72879], [-2.13747, -2.40694, -3.45528], [-1.34034, -1.31292, -4.59893], [-4.54553, 0.51928, -4.50057], [-3.14919, 1.53896, -4.86407], [-4.19697, 1.92975, -3.50076], [0.80204, -0.99561, -4.33435], [1.86773, -0.43930, -3.03781], [1.97187, 0.29862, -4.64089], [-1.15891, 0.93244, -5.64111], [0.22224, 2.02287, -5.81322], [-1.28571, 2.61228, -5.10142], [1.12722, 2.97655, -1.94402], [1.00872, 3.57583, -3.59084], [2.25379, 2.40121, -3.17910], [-2.54461, 3.69632, -3.64570], [-0.95468, 4.25058, -3.10707], [-2.42250, 4.84646, -2.31619], [-4.40946, 2.21010, -1.39166], [-3.85555, 3.64602, -0.53293], [-3.66205, 2.05368, 0.20293], [-1.52290, 5.07886, 0.04694], [-0.07577, 5.63876, 1.99404], [1.49703, 3.89171, 2.85737], [1.57373, 1.70578, 1.73237], [3.66500, -2.54715, -1.30300], [3.21964, -3.44498, -0.25647], [4.18483, -4.45627, 0.17131], [3.45069, -5.64912, 0.73362], [2.57587, -5.16691, 1.86326], [1.73896, -4.04776, 1.43456], [0.66403, -3.72818, 2.35929], [2.09573, -3.17939, 0.46030], [1.36865, -2.18551, 0.19622], [4.10185, -3.13518, -2.11023], [4.42417, -1.85195, -0.93672], [2.82436, -1.98799, -1.70093], [4.86447, -4.03458, 0.91951], [4.77871, -4.73134, -0.69862], [4.15380, -6.39773, 1.09559], [2.83831, -6.10265, -0.04890], [3.18824, -4.84600, 2.71234], [1.91268, -5.95729, 2.21485], [-0.06027, -4.54685, 2.37764], [0.18443, -2.80324, 2.06960], [1.07339, -3.59339, 3.36337], [3.57752, 2.25650, -0.19266], [3.38614, 0.79972, -0.51098], [2.02013, 0.29186, -0.36523], [4.62253, 2.48400, -0.41765], [3.41798, 2.47891, 0.85880], [2.95522, 2.91104, -0.79563], [3.99445, 0.19516, 0.16175], [3.67869, 0.59150, -1.54044], [2.09217, -0.61609, 0.02809]], "mulliken_charge": [-2.517, -0.533, -0.333, 0.057, -0.991, -0.154, -1.515, -1.127, 1.758, 2.407, -1.044, -0.455, -0.223, 0.491, 0.636, 0.496, 0.481, 0.374, -0.564, 0.664, -0.058, -0.219, 0.626, -0.409, -0.143, 0.104, -0.927, 0.441, -1.229, -1.176, 2.900, 1.049, -0.687, -1.327, -0.934, -0.676, -1.170, -1.237, 0.408, -0.698, -0.875, -1.589, -1.380, 1.326, 0.708, -0.039, 0.279, 0.632, 0.301, 0.262, 0.421, 0.335, 0.299, 0.167, -0.184, 0.588, 0.339, 0.411, 0.372, -0.200, 0.517, 0.570, 0.367, 0.338, 0.506, 0.369, 0.507, 0.206, 0.475, 0.450, 0.589, 1.270, -0.593, 0.404, -0.605, -0.710, -0.615, 0.574, -0.927, -1.022, 0.984, 0.468, 0.270, -0.188, 0.277, 0.361, 0.375, 0.288, 0.317, 0.375, 0.310, -0.285, 0.374, -1.234, -0.479, 0.670, 0.524, 0.227, 0.212, 0.382, 0.373, -0.990]}

=====

[2]
{"formula": "C32H52ClN5O8P3SSi", "method": "ωB97M-V/def2-TZVPD", "homo_lumo_gap_ev": 4.76, "total_energy_ev": -116958.903, "total_charge": -1, "largest_force_ev_per_a": 2.0, "molar_mass_da": 823.32, "elements": ["C", "C", "P", "C", "C", "C", "C", "C", "C", "C", "N", "C", "N", "N", "O", "P", "Cl", "C", "C", "C", "C", "S", "C", "N", "N", "C", "O", "O", "C", "P", "O", "Si", "C", "C", "C", "H", "H", "H", "H", "H", "H", "H", "H", "H", "H", "H", "H", "H", "H", "H", "H", "H", "H", "H", "H", "H", "H", "H", "H", "H", "H", "H", "H", "H", "H", "H", "H", "H", "H", "H", "H", "H", "H", "H", "H", "H", "H", "H", "H", "C", "C", "C", "O", "C", "C", "C", "O", "H", "H", "H", "H", "C", "C", "C", "O", "C", "C", "C", "O", "H", "H", "H", "H"], "positions_angstrom": [[-0.61360, 2.54235, 3.74752], [-0.53459, 0.98587, 3.77060], [0.72765, 0.24597, 2.61887], [1.43859, -1.21324, 3.53463], [2.78993, -0.88939, 4.23306], [-0.07066, -0.56387, 1.09309], [1.10799, -0.64683, 0.07809], [1.64123, 0.70436, -0.45155], [3.18204, 0.61167, -0.69490], [4.06616, 1.02692, 0.50509], [3.90690, 2.43298, 0.91133], [3.93124, 2.65326, 2.29400], [4.88467, 2.13203, 2.97676], [2.92436, 3.43557, 2.89526], [-0.48005, -1.86967, 1.48724], [-2.14751, -1.92035, 2.01045], [-1.73597, -3.97549, 2.77140], [-4.00136, -1.88323, 2.50217], [-4.31287, -0.99649, 3.72609], [-5.41845, 0.09882, 3.43730], [-4.99982, 1.47751, 3.97813], [-6.04493, 2.84887, 3.33230], [-4.92515, 3.97010, 2.57349], [-5.06785, 4.62364, 1.46327], [-3.96237, 5.37915, 1.21012], [-3.16079, 5.13789, 2.21828], [-3.68968, 4.29682, 3.10169], [-2.41348, -0.34313, 1.35144], [-1.36084, 0.06622, 0.48481], [-1.54929, 1.93972, 0.50567], [-2.73696, 2.33866, 1.32159], [-1.90762, -0.47203, -1.28833], [-1.66817, -2.33494, -1.61770], [-3.75012, -0.06823, -1.50859], [-0.99276, 0.40855, -2.70152], [-0.40827, 2.99422, 4.73496], [-1.64983, 2.82924, 3.50919], [0.06810, 3.01921, 3.03134], [-0.21516, 0.69754, 4.78986], [-1.55050, 0.58969, 3.64558], [1.64940, -1.98445, 2.77677], [0.68650, -1.61570, 4.23067], [2.65164, -0.55027, 5.26958], [3.34232, -1.84663, 4.29669], [3.42629, -0.21820, 3.64042], [1.94326, -1.10728, 0.64454], [0.88000, -1.35838, -0.73214], [1.45450, 1.56030, 0.21259], [1.21777, 0.97900, -1.43218], [3.47642, 1.27087, -1.53520], [3.45327, -0.41425, -0.98089], [5.11363, 0.91161, 0.16993], [3.92578, 0.30382, 1.32081], [3.10295, 2.87456, 0.47878], [4.78413, 2.34518, 3.96718], [2.66571, 4.25510, 2.35463], [3.16078, 3.70708, 3.83960], [-1.78485, -1.52454, 3.33058], [-2.60039, -2.63552, 0.85928], [-4.27119, -2.92546, 2.73969], [-4.54869, -1.55591, 1.60587], [-3.43446, -0.45939, 4.12683], [-4.68926, -1.61944, 4.55608], [-6.31986, -0.23791, 3.98151], [-5.64173, 0.09582, 2.36343], [-3.93016, 1.63832, 3.77209], [-5.11377, 1.51474, 5.07302], [-2.17366, 5.58596, 2.27905], [-1.75529, 2.45414, -0.80425], [-0.37127, 2.57476, 0.97942], [-2.60307, -2.82559, -1.31274], [-1.52787, -2.52132, -2.69811], [-0.80181, -2.74644, -1.08408], [-3.97902, -0.07665, -2.58931], [-4.39916, -0.79239, -0.99718], [-3.99368, 0.94712, -1.14592], [0.02360, -0.00487, -2.78539], [-1.00196, 1.50723, -2.66344], [-1.52109, 0.12572, -3.62846], [0.97206, -1.03529, -7.09057], [1.54887, -0.39233, -8.10275], [0.96481, 0.85332, -8.65579], [1.48980, 1.43841, -9.58032], [-0.28514, 1.35605, -8.03674], [-0.86270, 0.71349, -7.02451], [-0.27901, -0.53298, -6.47174], [-0.80234, -1.11721, -5.54926], [1.38226, -1.94600, -6.67279], [2.46190, -0.74293, -8.56705], [-0.69496, 2.26721, -8.45360], [-1.77527, 1.06477, -6.55962], [4.30246, -5.18467, -1.68494], [3.63727, -4.03321, -1.62718], [3.95779, -2.91473, -2.54591], [3.35243, -1.86513, -2.49123], [5.04526, -3.12642, -3.53158], [5.70982, -4.27753, -3.58895], [5.38957, -5.39764, -2.67012], [5.99536, -6.44742, -2.72536], [4.08409, -6.01287, -1.02304], [2.83939, -3.85868, -0.91527], [5.26319, -2.29721, -4.19297], [6.50714, -4.45165, -4.30045]], "mulliken_charge": [-0.649, 0.433, 0.829, -0.829, -1.096, 0.846, -1.519, 1.110, -0.872, -0.382, -0.336, 0.532, -0.777, -0.343, -0.522, 0.285, -0.471, -1.594, -0.528, -0.817, 0.120, -0.287, 0.581, -0.320, -0.469, 0.033, -0.234, 0.664, -0.031, 0.194, -0.263, 0.419, -1.177, -1.221, -0.859, 0.448, -0.138, 0.027, 0.693, -0.833, 0.344, 0.497, 0.322, 0.407, 0.172, 0.284, 0.078, -0.380, -0.174, 0.545, -0.282, 0.455, -0.065, 0.330, 0.193, 0.228, 0.210, -0.153, -0.285, 0.573, 0.360, 0.221, 0.618, 0.345, 0.403, -0.409, 0.493, 0.431, -0.022, -0.080, 0.327, 0.412, 0.340, 0.370, 0.289, 0.296, 0.219, 0.487, 0.008, -0.398, -0.367, 0.351, -0.561, -0.381, -0.265, 0.446, -0.492, 0.452, 0.398, 0.399, 0.440, -0.448, -0.244, 0.366, -0.521, -0.460, -0.375, 0.299, -0.563, 0.432, 0.605, 0.434, 0.400]}

=====

[3]
{"formula": "C32H53N3O16", "method": "ωB97M-V/def2-TZVPD", "homo_lumo_gap_ev": 10.48, "total_energy_ev": -71272.737, "smiles": "CCOC(C)=O.CCOC(C)=O.O=C1OCCO1.O=C1OCCO1.O=C1OCCO1.O=C1OCCO1.CCCC#N.CCCC#N.CCCC#N", "largest_force_ev_per_a": 2.0, "e_above_lowest_ev": 0.0000, "molar_mass_da": 735.78, "elements": ["C", "C", "O", "C", "C", "O", "H", "H", "H", "H", "H", "H", "H", "H", "C", "C", "O", "C", "C", "O", "H", "H", "H", "H", "H", "H", "H", "H", "O", "C", "O", "C", "C", "O", "H", "H", "H", "H", "O", "C", "O", "C", "C", "O", "H", "H", "H", "H", "O", "C", "O", "C", "C", "O", "H", "H", "H", "H", "O", "C", "O", "C", "C", "O", "H", "H", "H", "H", "C", "C", "C", "C", "N", "H", "H", "H", "H", "H", "H", "H", "C", "C", "C", "C", "N", "H", "H", "H", "H", "H", "H", "H", "C", "C", "C", "C", "N", "H", "H", "H", "H", "H", "H", "H"], "positions_angstrom": [[33.90980, -26.38587, 15.18081], [35.07405, -25.44228, 15.48314], [35.23084, -24.62991, 14.33620], [36.34420, -24.65308, 13.60349], [36.34320, -23.67367, 12.49392], [37.28371, -25.39812, 13.80566], [33.73867, -27.10283, 15.99152], [33.94985, -26.83801, 14.19713], [32.94939, -25.87223, 15.32097], [34.89208, -24.84568, 16.37832], [36.02424, -25.95689, 15.65038], [37.29139, -23.75257, 11.97012], [36.23375, -22.64983, 12.86015], [35.55934, -23.81515, 11.75112], [30.86178, -26.45260, 21.37379], [30.62299, -25.57177, 20.16940], [29.90622, -26.36020, 19.21291], [29.87247, -25.93702, 17.94338], [29.72839, -27.07305, 16.96389], [29.81298, -24.80108, 17.56427], [31.39781, -27.35798, 21.09680], [29.96239, -26.57354, 21.97496], [31.55504, -25.99439, 22.08930], [30.06027, -24.64389, 20.32031], [31.55555, -25.19194, 19.73604], [29.97676, -26.67836, 15.98476], [28.77038, -27.58710, 17.00008], [30.42980, -27.87121, 17.22500], [34.90720, -29.23346, 14.31510], [36.07455, -29.04364, 14.35782], [36.93401, -29.42242, 13.37803], [38.27109, -29.32649, 13.88154], [38.10187, -28.24175, 14.96192], [36.77173, -28.46940, 15.37188], [38.56221, -30.28294, 14.31096], [38.86373, -28.95393, 13.04789], [38.25171, -27.19991, 14.67741], [38.85172, -28.48165, 15.72066], [36.08923, -26.35210, 10.84820], [35.93545, -27.52306, 10.70643], [34.98474, -28.22634, 11.34859], [35.07544, -29.61605, 10.92468], [36.48578, -29.68277, 10.32328], [36.76111, -28.32376, 10.01831], [34.75891, -30.24300, 11.75108], [34.32011, -29.68129, 10.13420], [36.53363, -30.31096, 9.44118], [37.16567, -29.94409, 11.13895], [32.33132, -30.57596, 16.26808], [32.03807, -30.22360, 15.16467], [31.59724, -28.97042, 14.92416], [31.08371, -28.90893, 13.57222], [31.85224, -30.02748, 12.95435], [31.96970, -30.97656, 14.05424], [30.03954, -29.21552, 13.65778], [31.37342, -27.92844, 13.20938], [32.75969, -29.68408, 12.45839], [31.32865, -30.58246, 12.17513], [26.36908, -29.83690, 13.98071], [26.93899, -30.14250, 14.97320], [28.25748, -29.96217, 15.18240], [28.62650, -30.43697, 16.49596], [27.46505, -31.36453, 16.75945], [26.40220, -30.74830, 16.05966], [29.60882, -30.89436, 16.43705], [28.55985, -29.60879, 17.19793], [27.27742, -31.52189, 17.82299], [27.61582, -32.40151, 16.43443], [27.66549, -28.97881, 10.97096], [28.35358, -27.64340, 10.74843], [29.37785, -27.54898, 9.60189], [30.44863, -28.55909, 9.61019], [31.28693, -29.34545, 9.62601], [28.39210, -29.70829, 11.36113], [27.17649, -29.36972, 10.07688], [26.99584, -29.10640, 11.82689], [28.84288, -27.52368, 11.71943], [27.58187, -26.90433, 10.53458], [29.80490, -26.55504, 9.71903], [28.87658, -27.68917, 8.64329], [33.85469, -33.95157, 16.68684], [32.80354, -33.92876, 17.78692], [33.24088, -34.57845, 19.10690], [33.31494, -36.02903, 18.99068], [33.30728, -37.16528, 18.82919], [33.70746, -33.26074, 15.86220], [33.80890, -34.97070, 16.29685], [34.76982, -33.69735, 17.22613], [31.90438, -34.49279, 17.51358], [32.43689, -32.90589, 17.90937], [32.53065, -34.39162, 19.91328], [34.25701, -34.29670, 19.40248], [29.52596, -33.29950, 11.50987], [28.77232, -32.56633, 12.60517], [27.33742, -33.15581, 12.81581], [26.31214, -32.50927, 12.01567], [25.53411, -31.93513, 11.40568], [29.05685, -33.14476, 10.53859], [29.50936, -34.38166, 11.68657], [30.59808, -33.11688, 11.42158], [28.58977, -31.54051, 12.27358], [29.22218, -32.45387, 13.59014], [27.13012, -32.95426, 13.87035], [27.41637, -34.23991, 12.74369]], "mulliken_charge": [-0.836, -0.337, -0.364, 0.919, -1.196, -0.576, 0.314, 0.040, 0.550, 0.327, 0.134, 0.330, 0.384, 0.249, -1.143, -0.279, -0.261, 0.299, -0.389, -0.587, 0.294, 0.296, 0.382, 0.324, 0.306, 0.277, 0.299, 0.205, -0.230, 0.311, -0.311, -0.414, -0.217, -0.312, 0.291, 0.344, 0.167, 0.353, -0.545, 0.602, -0.197, -0.405, -0.162, -0.367, 0.249, 0.403, 0.367, 0.022, -0.595, 0.273, -0.061, 0.291, 1.349, -0.331, -0.524, 0.471, -1.262, 0.422, -0.492, 0.232, 0.354, -0.158, -0.526, -0.384, 0.044, 0.307, 0.366, 0.256, -0.519, -0.348, -0.452, 0.288, -0.490, -0.330, 0.449, 0.251, 0.143, 0.351, 0.310, 0.332, -0.989, -0.208, -0.462, 0.236, -0.430, 0.147, 0.369, 0.296, 0.299, 0.153, 0.293, 0.297, -1.451, 1.314, -0.425, 0.303, -0.529, 0.353, 0.423, 0.352, -0.748, 0.021, -0.021, 0.480]}